[1]
ORCA calculation (ωB97M-V/def2-TZVPD) on 5 unconnected molecules or ions with the total composition C29H36N7.

Its HOMO energy is -11.7 eV. The charge is +1. The HOMO-LUMO gap comes out at 7.91 eV.

Geometry (Å):
1 C 4.56777 -0.74212 2.06707
2 C 3.77384 -0.06228 1.25192
3 C 2.35978 0.32574 1.59975
4 C 1.47047 0.39538 0.35065
5 C 0.25060 1.28808 0.53084
6 N -0.77516 1.03088 -0.54959
7 C -0.22410 0.35512 -1.64003
8 N -0.23755 0.90358 -2.87873
9 N 0.37998 -0.79625 -1.44800
10 C 0.95252 -0.98641 -0.06409
11 C -0.03687 -1.58232 0.90382
12 C -0.66194 -2.74135 0.68974
13 H 4.20786 -1.09128 3.03031
14 H 5.60030 -0.95236 1.82123
15 H 4.14798 0.27054 0.28502
16 H 2.39158 1.33413 2.02755
17 H 1.95312 -0.37358 2.33453
18 H 2.08542 0.78545 -0.47020
19 H -0.22739 1.09794 1.49106
20 H 0.51826 2.34306 0.48915
21 H -1.52041 0.47158 -0.14198
22 H 0.30184 1.75493 -3.01031
23 H -0.69356 0.49775 -3.67817
24 H 1.07293 -0.91682 -2.18067
25 H 1.77600 -1.69285 -0.16351
26 H -0.28115 -1.05955 1.82330
27 H -0.94946 -3.35144 1.53888
28 H -0.93187 -3.10728 -0.29682
29 N -1.69143 5.55754 -3.52802
30 C -2.61610 6.38806 -3.05287
31 C -3.24699 6.21013 -1.82879
32 C -2.89855 5.11518 -1.05594
33 C -1.93171 4.24272 -1.53516
34 C -1.37180 4.51277 -2.77156
35 H -2.86514 7.23346 -3.68366
36 H -3.99303 6.91739 -1.49414
37 H -3.37053 4.94552 -0.09680
38 H -1.62966 3.36840 -0.97573
39 H -0.62497 3.84872 -3.18906
40 N 2.53201 2.45540 -3.16933
41 C 3.67280 1.88251 -3.55937
42 C 4.66352 2.54400 -4.26392
43 C 4.46869 3.87745 -4.58571
44 C 3.29344 4.49121 -4.18674
45 C 2.36201 3.74362 -3.48519
46 H 3.79943 0.83889 -3.29117
47 H 5.56651 2.02359 -4.55042
48 H 5.22018 4.42795 -5.13566
49 H 3.09543 5.52934 -4.41297
50 H 1.44060 4.20506 -3.15895
51 N 1.50925 -2.40503 4.34206
52 C 0.61281 -2.61288 5.30557
53 C 0.14102 -3.86905 5.65697
54 C 0.62326 -4.97230 4.97230
55 C 1.55861 -4.77372 3.96851
56 C 1.96768 -3.47775 3.69737
57 H 0.25565 -1.72854 5.82126
58 H -0.58623 -3.97478 6.44983
59 H 0.27954 -5.96849 5.21789
60 H 1.96674 -5.60412 3.40882
61 H 2.70335 -3.28292 2.92262
62 N -4.68420 -3.16178 2.09093
63 C -4.23904 -2.93623 0.85826
64 C -4.57204 -3.71606 -0.23822
65 C -5.41974 -4.79599 -0.04337
66 C -5.89275 -5.04413 1.23420
67 C -5.49756 -4.20083 2.26358
68 H -3.57746 -2.08176 0.75135
69 H -4.18011 -3.48233 -1.21938
70 H -5.70696 -5.43032 -0.87166
71 H -6.55636 -5.87382 1.43431
72 H -5.85095 -4.36436 3.27522



[2]
ORCA calculation (ωB97M-V/def2-TZVPD) on a molecular structure, C9H10Br15F3O2.

Its HOMO energy is -10.3 eV. The charge is 0. The HOMO-LUMO gap comes out at 9.53 eV. The calculation puts the relative energy (zero: lowest compared OMol25 entry of this formula, charge and spin) at 81.2 kJ/mol.

Geometry (Å):
1 C -2.07560 -2.37493 0.22532
2 C -0.89326 -1.45976 0.51599
3 O -1.04109 -0.13395 0.04249
4 C -0.93127 0.12646 -1.24991
5 O -0.62599 -0.69409 -2.07191
6 C -0.89505 1.62014 -1.67061
7 F -0.99647 2.42324 -0.62427
8 F 0.24368 1.80619 -2.31109
9 F -1.90996 1.86933 -2.49261
10 H -1.79474 -3.35113 0.62190
11 H -2.28622 -2.42290 -0.84386
12 H -3.02087 -2.05527 0.66387
13 H -0.02450 -1.91688 0.03298
14 H -0.68783 -1.43845 1.58470
15 C 0.88270 1.58837 4.20081
16 Br 1.80877 2.58117 5.63297
17 Br 0.14299 -0.12955 4.83108
18 Br 1.91234 1.32928 2.60338
19 H 0.03399 2.19731 3.92059
20 C -3.67396 -0.00231 3.91336
21 Br -3.20200 0.65873 2.09234
22 Br -3.53753 1.36293 5.29518
23 Br -2.99733 -1.82978 4.21003
24 H -4.73407 -0.20977 3.91027
25 C 2.91725 -5.01725 0.98930
26 Br 4.13164 -3.88256 0.01416
27 Br 1.13699 -4.23749 0.81902
28 Br 3.27552 -5.13079 2.86259
29 H 2.92262 -5.98423 0.50599
30 C 0.48274 4.75571 -4.58085
31 Br -1.06223 5.29011 -3.52237
32 Br 1.91412 6.06319 -4.48409
33 Br -0.01230 4.41000 -6.46031
34 H 0.94051 3.86088 -4.18273
35 C 2.65546 0.01798 -2.96441
36 Br 3.57811 -1.15465 -4.25902
37 Br 2.89590 1.85493 -3.56126
38 Br 2.92926 -0.23678 -1.09029
39 H 1.59765 -0.15342 -3.11871



[3]
ORCA calculation (ωB97M-V/def2-TZVPD) on a single C4H11NOS molecule.

Its HOMO energy is -8.5 eV. The charge is 0. The HOMO-LUMO gap comes out at 9.37 eV. The calculation puts the relative energy (zero: lowest compared OMol25 entry of this formula, charge and spin) at 152.5 kJ/mol. As for the structure (SMILES): CN[C@H](CO)CS.

Geometry (Å):
1 C -2.21232 -0.45703 -0.06927
2 N -0.98675 -1.10711 -0.53689
3 C 0.25176 -0.44431 -0.24757
4 C 0.42527 0.90342 -0.94948
5 S 2.09568 1.08642 -1.64492
6 C 0.65512 -0.40351 1.25932
7 O 1.63997 0.56623 1.55544
8 H -2.12022 -0.01831 0.93526
9 H -2.43109 0.41550 -0.70410
10 H -3.02266 -1.17619 -0.13114
11 H -0.95820 -2.08608 -0.30034
12 H 1.06098 -1.01150 -0.70739
13 H 0.27041 1.71620 -0.24966
14 H -0.32361 1.01191 -1.73726
15 H 2.33178 2.30766 -1.16111
16 H -0.20904 -0.12961 1.85970
17 H 1.01080 -1.40628 1.49191
18 H 2.52211 0.23262 1.33751



[4]
ORCA calculation (ωB97M-V/def2-TZVPD) on a gas-phase ion, CH3N2O (charge +1).

Its HOMO energy (alpha / beta) is -16.3 / -16.3 eV. The charge is +1. The HOMO-LUMO gap (alpha / beta) comes out at 9.61 / 9.61 eV. The calculation puts the relative energy (zero: lowest compared OMol25 entry of this formula, charge and spin) at 383.9 kJ/mol. As for the structure (SMILES): [NH2+]=C=[NH+][O-].

Geometry (Å):
1 C -0.23722 -0.06335 0.81824
2 N 0.73213 -0.06392 1.70083
3 N -0.47396 0.33037 -0.37334
4 O 1.04868 0.43068 2.79013
5 H 1.29147 -0.99156 1.60646
6 H -1.34967 0.09267 -0.76454
7 H 0.05963 0.88011 -1.06990



[5]
ORCA calculation (ωB97M-V/def2-TZVPD) on a molecular structure, C41H31BrIrN6O8S3.

Its expectation value of S² is 8.862. Its HOMO energy (alpha / beta) is -6.5 / -8.1 eV. The charge is 0. The HOMO-LUMO gap (alpha / beta) comes out at 6.38 / 6.86 eV. The calculation puts the relative energy (zero: lowest compared OMol25 entry of this formula, charge and spin) at 0.0 kJ/mol. As for the spin multiplicity: 6.

Geometry (Å):
1 Ir -0.27998 -0.96743 0.68729
2 O 1.02528 -0.39831 -3.51567
3 S 1.39411 -0.26026 -2.13443
4 O 1.34557 1.06937 -1.57801
5 O 0.67103 -1.26134 -1.28653
6 C 3.13290 -0.72387 -2.05772
7 C 3.65807 -1.22092 -3.24194
8 C 5.01540 -1.47788 -3.37580
9 C 5.87102 -1.22285 -2.31950
10 C 5.35738 -0.75969 -1.11789
11 C 3.99645 -0.51784 -0.97142
12 S 3.48990 -0.22296 0.71390
13 O 4.62782 -0.50347 1.52952
14 O 3.20963 1.29984 0.87208
15 O 2.29435 -0.98749 0.93762
16 H 2.98329 -1.36411 -4.07354
17 H 5.39685 -1.85991 -4.31358
18 H 6.93404 -1.40209 -2.41108
19 H 6.00939 -0.61327 -0.26931
20 S -2.43168 -2.62664 4.18227
21 C -3.00215 -1.02186 3.95965
22 C -2.41455 -0.38958 2.90719
23 C -1.46576 -1.21904 2.24506
24 C -1.37887 -2.46099 2.83355
25 C -0.45946 -3.41015 2.26369
26 C -0.25561 -4.72692 2.66816
27 C 0.65587 -5.50572 1.98625
28 C 1.35080 -4.96640 0.90858
29 C 1.11255 -3.65694 0.55335
30 N 0.23160 -2.89364 1.21497
31 H -3.75203 -0.63109 4.63074
32 H -2.64409 0.62317 2.60567
33 H -0.81355 -5.11779 3.50819
34 H 0.82660 -6.53077 2.28854
35 H 2.07064 -5.54742 0.35102
36 H 1.61437 -3.17145 -0.27099
37 Br -2.01892 -2.33303 -8.94384
38 C -3.00875 -1.46872 -7.58065
39 C -4.34304 -1.81031 -7.38844
40 C -5.05884 -1.18615 -6.38845
41 C -4.45212 -0.21916 -5.56793
42 C -3.10751 0.12044 -5.79180
43 C -2.39046 -0.50960 -6.79228
44 N -5.22245 0.29566 -4.54796
45 N -4.68724 1.24142 -3.81878
46 C -3.93480 1.04955 -2.74243
47 C -3.39581 2.20891 -2.12979
48 C -2.45677 2.15299 -1.12963
49 C -1.97611 0.92805 -0.64962
50 O -1.03247 0.87441 0.24914
51 C -2.57493 -0.27107 -1.17229
52 N -2.14805 -1.44329 -0.64380
53 C -2.66890 -2.58173 -1.03290
54 C -3.69221 -2.63840 -1.98093
55 C -4.13093 -1.46845 -2.55262
56 C -3.56575 -0.23762 -2.17917
57 H -4.80792 -2.55778 -8.01627
58 H -6.09783 -1.43160 -6.21035
59 H -2.62446 0.86597 -5.17538
60 H -1.34981 -0.26254 -6.95212
61 H -3.71866 3.16249 -2.52696
62 H -2.03216 3.06078 -0.72045
63 H -2.26904 -3.48173 -0.57637
64 H -4.11794 -3.59133 -2.26174
65 H -4.92107 -1.48645 -3.28883
66 C 1.57060 4.99156 3.14996
67 N 2.12305 3.69066 2.77337
68 N 1.40822 2.60474 3.33131
69 C 1.23937 1.59476 2.42520
70 O 0.67600 0.54378 2.65658
71 C 1.88700 2.04318 1.13167
72 C 2.24680 3.41956 1.41846
73 C 2.81622 4.40428 0.47170
74 C 1.34007 2.44288 4.73979
75 C 0.24943 1.78325 5.29462
76 C 0.19830 1.60340 6.66823
77 C 1.20984 2.09093 7.48343
78 C 2.28921 2.75401 6.91810
79 C 2.36481 2.92575 5.54451
80 H 1.49509 5.05035 4.23249
81 H 0.58307 5.14779 2.70428
82 H 2.25664 5.76318 2.80936
83 H 1.27781 1.85389 0.25470
84 H 2.91844 3.94130 -0.50855
85 H 3.80800 4.73743 0.79349
86 H 2.18805 5.29354 0.36011
87 H -0.53424 1.40379 4.65505
88 H -0.64452 1.08085 7.10215
89 H 1.15882 1.95271 8.55550
90 H 3.08600 3.13096 7.54617
91 H 3.21569 3.41745 5.09105



Number 1: calculated total energy -1509.6169 hartree. Number 2: calculated total energy -39409.1648 hartree. Number 3: calculated total energy -687.1513 hartree. Number 4: calculated total energy -224.2004 hartree. Number 5: calculated total energy -6384.2109 hartree.